[1]
This record from the OMol25 dataset describes the molecule C25H32ClFN4O3S in a non-equilibrium geometry. The level of theory is ωB97M-V/def2-TZVPD.

CARTESIAN COORDINATES (ANGSTROEM)
C: 6.409 3.235 -1.467
H: 6.441 2.199 -1.793
H: 7.430 3.568 -1.300
H: 5.967 3.836 -2.257
C: 5.600 3.397 -0.185
N: 4.176 3.214 -0.413
C: 3.822 1.827 -0.648
C: 2.340 1.735 -0.999
N: 1.527 2.292 0.058
C: 0.257 1.835 0.297
C: -0.827 2.724 0.426
C: -2.119 2.281 0.608
C: -2.374 0.923 0.651
C: -1.333 0.021 0.583
C: -0.024 0.456 0.448
N: 0.987 -0.530 0.493
C: 2.077 -0.476 1.307
O: 2.401 0.490 1.953
C: 2.922 -1.759 1.327
C: 2.418 -2.886 0.487
C: 1.673 -3.923 1.047
C: 1.184 -4.985 0.311
C: 1.444 -5.029 -1.047
C: 2.179 -4.023 -1.649
C: 2.655 -2.968 -0.886
Cl: 3.565 -1.718 -1.663
H: 2.387 -4.052 -2.706
H: 1.073 -5.851 -1.639
H: 0.616 -5.756 0.806
F: 1.420 -3.885 2.370
H: 3.926 -1.471 1.007
H: 2.983 -2.066 2.373
H: 0.694 -1.447 0.183
H: -1.560 -1.032 0.668
S: -4.047 0.339 0.824
O: -4.037 -1.097 0.699
O: -4.644 0.900 2.000
N: -4.757 1.098 -0.496
C: -6.169 1.393 -0.363
C: -7.036 0.166 -0.641
C: -6.714 -0.388 -2.027
C: -5.227 -0.725 -2.105
C: -4.395 0.514 -1.769
H: -3.333 0.263 -1.713
H: -4.532 1.283 -2.538
H: -4.991 -1.504 -1.379
H: -4.963 -1.082 -3.103
H: -7.310 -1.280 -2.225
H: -6.962 0.361 -2.785
H: -6.817 -0.591 0.115
H: -8.091 0.436 -0.569
H: -6.314 1.750 0.656
H: -6.409 2.199 -1.066
H: -2.942 2.971 0.691
H: -0.648 3.783 0.343
C: 1.895 3.658 0.341
C: 3.380 3.704 0.699
H: 3.665 4.737 0.909
H: 3.538 3.097 1.606
H: 1.323 4.020 1.194
H: 1.716 4.308 -0.530
H: 2.062 0.700 -1.188
H: 2.172 2.314 -1.922
H: 4.405 1.442 -1.487
H: 4.027 1.212 0.243
H: 5.739 4.417 0.184
H: 5.979 2.705 0.588

Properties
Structure (SMILES): CCN1CCN(c2ccc(S(=O)(=O)N3CCCCC3)cc2NC(=O)Cc2c(F)cccc2Cl)CC1
Multiplicity: 1
E: -2374.8533 a.u.
Total charge: 0
Energy relative to the best compared isomer or geometry (same formula, charge and spin): 2.98 kcal/mol


[2]
This record from the OMol25 dataset describes a structure of composition C12H9BrN2S3SbTc. The level of theory is ωB97M-V/def2-TZVPD.

CARTESIAN COORDINATES (ANGSTROEM)
Tc: -0.813 1.491 0.542
Br: 5.643 0.109 -2.841
C: 3.972 0.002 -2.006
C: 3.372 -1.241 -1.815
C: 2.141 -1.326 -1.201
C: 1.493 -0.164 -0.768
C: 2.099 1.073 -0.962
C: 3.333 1.158 -1.578
N: 0.215 -0.204 -0.126
C: -0.419 -1.304 0.097
C: -1.714 -1.246 0.755
C: -2.483 -2.352 1.047
C: -3.709 -2.158 1.682
C: -4.118 -0.875 2.001
C: -3.296 0.194 1.679
N: -2.120 0.011 1.070
H: 3.873 -2.138 -2.149
H: 1.714 -2.310 -1.074
H: 1.624 1.990 -0.639
H: 3.800 2.122 -1.727
H: -0.020 -2.269 -0.189
H: -2.139 -3.343 0.786
H: -4.334 -3.008 1.923
H: -5.062 -0.691 2.493
H: -3.567 1.216 1.906
S: 1.932 5.018 -0.527
Sb: 0.010 4.948 0.434
S: 0.045 2.516 2.099
S: -1.471 2.782 -0.910

Properties
Multiplicity: 1
E: -4661.2613 a.u.
Total charge: +2